(1)
Molecular formula: C22H44Br14GaN2O2
Method: DFT, wB97M-V/def2-TZVPD

Element x y z (Å)
C (5.158, 1.822, 1.714)
C (4.902, 0.411, 1.007)
O (4.360, -0.497, 1.723)
N (5.278, 0.050, -0.361)
C (4.986, -1.375, -0.689)
C (4.772, 1.010, -1.395)
C (3.276, 1.571, -1.182)
C (2.094, 0.469, -1.277)
C (1.452, 0.252, 0.192)
Ga (1.241, -1.719, 0.778)
N (0.469, -1.650, 2.612)
C (1.293, -0.874, 3.252)
O (1.916, 0.066, 3.832)
H (4.850, 1.735, 2.810)
H (4.627, 2.709, 1.228)
H (6.290, 2.076, 1.701)
H (3.880, -1.659, -0.682)
H (5.459, -1.572, -1.730)
H (5.511, -2.101, 0.045)
H (5.478, 1.933, -1.356)
H (4.940, 0.535, -2.435)
H (3.110, 2.167, -0.221)
H (3.091, 2.318, -2.054)
H (1.256, 0.953, -1.920)
H (2.384, -0.504, -1.822)
H (2.015, 0.786, 1.039)
H (0.378, 0.697, 0.186)
H (0.349, -2.612, -0.225)
H (2.659, -2.492, 0.964)
Br (-2.315, -0.452, -3.772)
C (-1.578, -2.238, -4.035)
C (-0.305, -2.427, -3.248)
Br (1.197, -1.537, -4.112)
H (-1.446, -2.372, -5.110)
H (-2.353, -2.920, -3.681)
H (-0.027, -3.482, -3.214)
H (-0.363, -2.039, -2.230)
Br (4.429, 5.883, 3.295)
C (2.485, 5.823, 3.442)
C (1.981, 4.401, 3.463)
Br (2.003, 3.616, 1.680)
H (2.086, 6.410, 2.614)
H (2.256, 6.327, 4.383)
H (0.935, 4.369, 3.774)
H (2.567, 3.744, 4.106)
Br (-1.604, 2.101, 3.803)
C (-1.537, 2.648, 5.672)
C (-2.756, 3.450, 6.054)
Br (-2.641, 5.276, 5.379)
H (-0.602, 3.191, 5.811)
H (-1.497, 1.715, 6.239)
H (-2.825, 3.553, 7.137)
H (-3.686, 3.029, 5.673)
Br (-4.369, 0.775, -6.954)
C (-5.962, 0.584, -5.848)
C (-6.288, 1.870, -5.130)
Br (-5.103, 2.152, -3.608)
H (-5.781, -0.253, -5.172)
H (-6.760, 0.318, -6.543)
H (-7.292, 1.829, -4.704)
H (-6.204, 2.752, -5.766)
Br (-4.294, 1.215, 8.326)
C (-3.687, 1.900, 10.047)
C (-4.533, 3.063, 10.503)
Br (-4.070, 4.695, 9.541)
H (-2.632, 2.151, 9.935)
H (-3.785, 1.060, 10.737)
H (-4.341, 3.290, 11.554)
H (-5.601, 2.902, 10.360)
Br (-2.498, -5.012, -1.312)
C (-2.031, -6.613, -2.319)
C (-1.429, -6.262, -3.657)
Br (-2.802, -5.704, -4.925)
H (-2.936, -7.216, -2.397)
H (-1.304, -7.138, -1.696)
H (-0.963, -7.138, -4.111)
H (-0.699, -5.455, -3.603)
Br (0.343, -1.807, -7.757)
C (0.422, -3.637, -8.420)
C (0.275, -4.635, -7.297)
Br (1.925, -4.796, -6.271)
H (1.360, -3.738, -8.966)
H (-0.411, -3.722, -9.120)
H (0.088, -5.635, -7.692)
H (-0.514, -4.375, -6.590)

charge = -1
HOMO energy = -4.56 eV
multiplicity = 1
E = -39085.61009 hartree
lowest unoccupied orbital energy = 0.06073 Eh
Kohn-Sham gap = 6.213 eV

These are the Löwdin partial charges, in e, on atoms 1 to 4: -0.0369 -0.3814 -0.0320 -0.1388

(2)
Molecular formula: C22H44CoN2Si4
Method: DFT, wB97M-V/def2-TZVPD

Element x y z (Å)
C (4.399, 1.348, 1.284)
C (4.982, 0.365, 0.274)
H (4.281, 2.341, 0.837)
H (5.067, 1.465, 2.138)
H (3.436, 1.020, 1.662)
H (4.292, 0.183, -0.554)
H (5.915, 0.761, -0.131)
H (5.229, -0.590, 0.757)
C (-1.590, 2.283, 0.262)
C (-2.661, 3.130, -0.026)
C (-3.579, 2.784, -1.021)
C (-3.392, 1.592, -1.713)
H (-0.855, 2.499, 1.037)
H (-2.809, 4.042, 0.537)
H (-4.429, 3.417, -1.280)
H (-4.107, 1.226, -2.446)
N (-1.401, 1.126, -0.420)
C (-2.255, 0.810, -1.450)
C (-1.926, -0.426, -2.120)
N (-0.850, -1.089, -1.560)
C (-0.434, -2.246, -2.135)
C (-2.181, -2.126, -3.804)
C (-1.053, -2.758, -3.277)
H (0.419, -2.751, -1.677)
H (-0.641, -3.648, -3.730)
C (-2.653, -0.983, -3.167)
H (-3.584, -0.470, -3.434)
H (-2.692, -2.491, -4.696)
Co (-0.160, -0.285, 0.066)
C (1.684, -0.748, 0.053)
H (2.044, -0.332, -0.909)
H (1.796, -1.842, 0.055)
H (2.263, -0.320, 0.880)
C (1.836, 0.453, 3.488)
Si (0.022, 0.123, 3.860)
C (-0.104, -0.839, 5.476)
C (-0.932, 1.747, 3.949)
Si (-0.833, -1.103, 2.043)
Si (-0.280, -3.363, 2.437)
C (-1.208, -4.114, 3.903)
C (-0.703, -4.346, 0.886)
C (1.567, -3.396, 2.810)
Si (-3.152, -1.157, 2.494)
C (-3.544, -1.475, 4.315)
C (-4.008, 0.468, 2.082)
C (-3.931, -2.519, 1.451)
H (2.334, 0.895, 4.364)
H (1.911, 1.172, 2.664)
H (2.386, -0.455, 3.208)
H (0.409, -0.246, 6.249)
H (-1.141, -0.994, 5.797)
H (0.392, -1.817, 5.418)
H (-0.761, 2.374, 3.063)
H (-2.015, 1.595, 4.046)
H (-0.585, 2.306, 4.832)
H (-2.288, -4.193, 3.726)
H (-0.820, -5.134, 4.046)
H (-1.051, -3.561, 4.838)
H (-0.140, -3.999, 0.009)
H (-0.444, -5.403, 1.055)
H (-1.770, -4.293, 0.634)
H (2.166, -3.019, 1.971)
H (1.829, -2.813, 3.704)
H (1.855, -4.443, 2.992)
H (-3.102, -0.728, 4.989)
H (-4.639, -1.391, 4.393)
H (-3.248, -2.474, 4.656)
H (-4.182, 0.564, 1.003)
H (-4.983, 0.466, 2.592)
H (-3.447, 1.350, 2.412)
H (-3.728, -2.367, 0.380)
H (-3.598, -3.529, 1.728)
H (-5.020, -2.453, 1.606)

HOMO energy (alpha / beta) = -5.61 / -7.65 eV
multiplicity = 4
E = -3514.95308 hartree
lowest unoccupied orbital energy (alpha / beta) = -0.02282 / -0.02799 Eh
Kohn-Sham gap (alpha / beta) = 4.986 / 6.893 eV

These are the Löwdin partial charges, in e, on atoms 1 to 4: -0.1674 -0.1689 0.0703 0.0679

(3)
Molecular formula: C22H44MgN2Si4
Method: DFT, wB97M-V/def2-TZVPD

Element x y z (Å)
C (-2.891, -0.682, -1.042)
C (-2.080, 0.194, -4.418)
H (-3.012, -1.478, -1.827)
H (-3.636, 0.146, -1.337)
H (-2.542, -0.972, -0.010)
H (-1.461, -0.271, -5.115)
H (-2.765, -0.454, -3.913)
H (-2.528, 1.146, -4.815)
C (-0.437, -2.946, -2.048)
C (0.508, -3.999, -2.050)
C (1.825, -3.674, -2.384)
C (2.132, -2.348, -2.739)
H (-1.504, -3.161, -1.884)
H (0.184, -5.020, -1.765)
H (2.594, -4.461, -2.366)
H (3.156, -2.103, -3.031)
N (-0.125, -1.651, -2.269)
C (1.144, -1.326, -2.669)
C (1.407, 0.099, -3.026)
N (0.384, 0.982, -2.893)
C (0.513, 2.259, -3.316)
C (2.823, 1.905, -3.858)
C (1.742, 2.784, -3.788)
H (-0.387, 2.896, -3.298)
H (1.781, 3.850, -4.067)
C (2.650, 0.561, -3.521)
H (3.458, -0.152, -3.607)
H (3.797, 2.281, -4.176)
Mg (-1.706, 0.166, -2.395)
C (-1.515, 2.137, -1.002)
H (-1.943, 2.755, -1.789)
H (-0.648, 2.648, -0.602)
H (-2.244, 1.987, -0.206)
C (2.989, 0.106, 0.184)
Si (1.799, 1.117, 1.245)
C (2.347, 1.132, 3.059)
C (1.701, 2.854, 0.517)
Si (-0.298, 0.156, 1.272)
Si (-0.143, -2.020, 2.108)
C (-0.038, -2.008, 3.996)
C (-1.667, -2.992, 1.575)
C (1.399, -2.862, 1.418)
Si (-1.750, 1.376, 2.628)
C (-1.296, 1.184, 4.446)
C (-1.629, 3.212, 2.187)
C (-3.486, 0.706, 2.310)
H (4.012, 0.477, 0.347)
H (2.759, 0.207, -0.887)
H (2.970, -0.964, 0.422)
H (3.394, 1.472, 3.079)
H (1.745, 1.824, 3.665)
H (2.302, 0.133, 3.516)
H (1.640, 2.819, -0.579)
H (0.846, 3.430, 0.891)
H (2.621, 3.391, 0.790)
H (-1.035, -1.924, 4.449)
H (0.401, -2.964, 4.319)
H (0.588, -1.196, 4.389)
H (-1.791, -3.019, 0.487)
H (-1.553, -4.026, 1.931)
H (-2.584, -2.579, 2.013)
H (1.482, -2.749, 0.329)
H (2.316, -2.469, 1.877)
H (1.341, -3.938, 1.641)
H (-0.234, 1.383, 4.637)
H (-1.889, 1.920, 5.009)
H (-1.537, 0.186, 4.830)
H (-1.700, 3.425, 1.117)
H (-2.464, 3.731, 2.681)
H (-0.688, 3.641, 2.554)
H (-3.722, 0.648, 1.240)
H (-3.613, -0.298, 2.738)
H (-4.211, 1.378, 2.792)

HOMO energy (alpha / beta) = -6.57 / -6.24 eV
multiplicity = 1
E = -2332.13923 hartree
lowest unoccupied orbital energy (alpha / beta) = -0.01936 / -0.03823 Eh
Kohn-Sham gap (alpha / beta) = 6.047 / 5.203 eV

These are the Löwdin partial charges, in e, on atoms 1 to 4: -0.2102 -0.2076 -0.0197 0.0171

(4)
Molecular formula: C22H44N3O2P3Ru
Method: DFT, wB97M-V/def2-TZVPD

Element x y z (Å)
Ru (0.523, 0.227, -0.866)
P (-1.436, 1.093, -1.518)
P (0.404, -1.710, -1.619)
P (1.568, 2.041, -1.361)
H (-0.022, 0.505, 2.489)
C (-0.042, 1.614, 2.328)
C (-1.087, 2.330, 1.884)
H (-2.077, 1.866, 1.691)
C (-3.018, 0.344, -1.000)
C (-1.583, 0.813, -3.315)
C (-1.991, 2.815, -1.441)
C (1.198, -2.880, -0.569)
C (-1.185, -2.439, -1.923)
C (1.366, -1.454, -3.122)
C (1.429, 3.563, -0.366)
C (1.292, 2.630, -3.054)
C (3.334, 1.683, -1.371)
H (0.984, 1.950, 2.155)
H (-0.847, 3.151, 1.208)
H (-3.403, 0.794, -0.077)
H (-2.929, -0.736, -0.856)
H (-3.722, 0.552, -1.814)
H (-1.489, -0.241, -3.579)
H (-0.860, 1.405, -3.876)
H (-2.597, 1.156, -3.541)
H (-2.385, 3.021, -0.444)
H (-2.813, 2.864, -2.163)
H (-1.249, 3.565, -1.716)
H (1.351, -3.827, -1.091)
H (0.566, -3.001, 0.321)
H (2.145, -2.444, -0.250)
H (-1.036, -3.395, -2.439)
H (-1.789, -1.758, -2.522)
H (-1.688, -2.607, -0.962)
H (1.652, -2.453, -3.459)
H (2.240, -0.830, -2.876)
H (0.733, -0.924, -3.843)
H (2.257, 4.256, -0.588)
H (1.435, 3.338, 0.706)
H (0.485, 4.067, -0.599)
H (2.091, 3.315, -3.367)
H (0.325, 3.138, -3.104)
H (1.292, 1.748, -3.702)
H (3.872, 2.469, -1.915)
H (3.488, 0.712, -1.853)
H (3.691, 1.633, -0.338)
C (3.163, -0.506, 1.458)
C (4.045, -1.603, 1.508)
C (5.366, -1.426, 1.899)
C (5.836, -0.165, 2.278)
C (4.948, 0.908, 2.272)
C (3.616, 0.758, 1.887)
O (1.893, -0.612, 0.936)
H (1.386, 0.303, 0.541)
H (3.666, -2.583, 1.214)
H (6.039, -2.281, 1.841)
H (6.895, -0.042, 2.522)
H (5.354, 1.888, 2.508)
H (2.964, 1.628, 1.899)
C (-5.862, -1.008, 2.431)
N (-4.487, -1.505, 2.374)
C (-4.198, -2.839, 2.368)
C (-2.905, -3.250, 2.288)
C (-1.875, -2.269, 2.230)
N (-2.146, -0.984, 2.159)
C (-3.447, -0.552, 2.200)
O (-3.761, 0.638, 2.069)
N (-0.549, -2.621, 2.174)
H (-5.813, 0.093, 2.429)
H (-6.365, -1.342, 3.338)
H (-6.446, -1.334, 1.563)
H (-5.058, -3.510, 2.444)
H (-2.637, -4.311, 2.262)
H (-0.244, -3.557, 2.370)
H (0.149, -1.877, 2.253)

charge = +4
HOMO energy (alpha / beta) = -19.83 / -20.53 eV
multiplicity = 5
E = -2296.69925 hartree
lowest unoccupied orbital energy (alpha / beta) = -0.44229 / -0.54554 Eh
Kohn-Sham gap (alpha / beta) = 7.797 / 5.684 eV
ΔE to the lowest compared entry with this formula, charge and spin = 555.6 kJ/mol

These are the Löwdin partial charges, in e, on atoms 1 to 4: 0.5407 0.7167 0.6299 0.6555

(5)
Molecular formula: C22H44O9S
Method: DFT, wB97M-V/def2-TZVPD

Element x y z (Å)
C (7.180, 5.286, 1.694)
C (5.873, 4.371, 1.956)
C (6.354, 2.970, 2.557)
C (7.157, 2.059, 1.507)
C (6.330, 1.674, 0.196)
C (4.889, 1.108, 0.688)
C (4.285, 0.246, -0.513)
C (2.667, 0.298, -0.590)
O (2.108, -0.168, 0.669)
S (0.865, -1.278, 0.459)
O (0.019, -0.981, -0.745)
O (-0.170, -0.967, 1.774)
C (-0.661, 0.418, 1.707)
C (-2.260, 0.390, 1.557)
C (-3.015, 1.471, 2.466)
C (-3.887, 2.511, 1.574)
O (-3.000, 3.617, 1.274)
C (-3.392, 4.311, 0.111)
C (-3.339, 5.905, 0.160)
O (-3.734, 3.781, -0.962)
H (6.908, 6.382, 1.489)
H (7.868, 4.865, 0.897)
H (7.755, 5.281, 2.688)
H (5.232, 4.955, 2.711)
H (5.281, 4.184, 0.989)
H (7.096, 3.210, 3.398)
H (5.457, 2.427, 3.020)
H (7.426, 1.076, 2.034)
H (8.135, 2.623, 1.290)
H (6.219, 2.532, -0.542)
H (6.889, 0.843, -0.366)
H (4.219, 1.971, 0.993)
H (5.135, 0.409, 1.566)
H (4.631, 0.698, -1.512)
H (4.613, -0.842, -0.488)
H (2.387, 1.408, -0.694)
H (2.383, -0.320, -1.498)
H (-0.383, 0.964, 2.679)
H (-0.166, 1.019, 0.871)
H (-2.585, -0.651, 1.919)
H (-2.555, 0.462, 0.458)
H (-2.284, 2.137, 3.052)
H (-3.728, 0.993, 3.212)
H (-4.223, 1.926, 0.662)
H (-4.796, 2.795, 2.192)
H (-4.168, 6.367, 0.782)
H (-2.350, 6.184, 0.662)
H (-3.284, 6.349, -0.893)
O (-5.668, -2.072, -0.122)
C (-5.054, -1.971, -1.159)
O (-3.850, -1.369, -1.171)
C (-2.953, -1.371, -2.294)
C (-3.274, -0.238, -3.247)
C (-5.653, -2.422, -2.461)
H (-2.941, -2.345, -2.788)
H (-1.951, -1.221, -1.884)
H (-4.274, -0.342, -3.673)
H (-2.551, -0.206, -4.065)
H (-3.253, 0.721, -2.721)
H (-6.268, -1.618, -2.871)
H (-6.284, -3.292, -2.268)
H (-4.917, -2.738, -3.197)
O (-4.097, -5.881, -3.214)
C (-3.446, -5.949, -2.198)
O (-2.177, -5.501, -2.180)
C (-1.392, -5.351, -0.988)
C (-0.698, -6.648, -0.627)
C (-3.999, -6.615, -0.970)
H (-1.994, -4.954, -0.168)
H (-0.639, -4.592, -1.213)
H (-1.416, -7.440, -0.404)
H (-0.054, -6.510, 0.244)
H (-0.088, -7.000, -1.463)
H (-3.818, -7.689, -1.032)
H (-5.075, -6.434, -0.935)
H (-3.594, -6.224, -0.038)

HOMO energy = -9.93 eV
multiplicity = 1
E = -1939.87868 hartree
lowest unoccupied orbital energy = 0.01979 Eh
Kohn-Sham gap = 10.468 eV
ΔE to the lowest compared entry with this formula, charge and spin = 265.3 kJ/mol

These are the Löwdin partial charges, in e, on atoms 1 to 4: -0.1348 -0.2546 -0.2408 -0.2214

(6)
Molecular formula: C22H45AlCaClF5LiN2O18PS2Si2
Method: DFT, wB97M-V/def2-TZVPD

Element x y z (Å)
C (3.626, -0.299, 2.262)
C (3.725, 1.142, 1.788)
O (3.923, 1.308, 0.586)
N (3.519, 2.172, 2.734)
C (4.300, 3.378, 2.269)
Si (1.762, 2.467, 2.652)
O (1.443, 4.051, 2.124)
N (1.236, 4.066, 0.707)
O (1.141, 5.154, 0.308)
C (0.798, 2.271, 4.304)
F (0.633, 0.938, 4.665)
F (1.653, 2.769, 5.282)
C (-0.497, 3.057, 4.340)
C (-1.351, 2.867, 3.041)
Si (-2.087, 1.092, 2.771)
C (-2.992, 0.460, 4.306)
C (-3.380, 1.330, 1.435)
C (-0.885, -0.206, 2.056)
C (-0.526, -0.158, 0.695)
C (0.366, -1.062, 0.165)
C (0.923, -2.035, 0.972)
C (0.570, -2.160, 2.312)
C (-0.330, -1.235, 2.807)
H (2.749, -0.393, 2.950)
H (4.595, -0.615, 2.701)
H (3.464, -0.939, 1.398)
H (4.105, 4.172, 2.996)
H (5.366, 3.155, 2.180)
H (3.963, 3.762, 1.301)
H (1.281, 1.593, 1.580)
H (-1.117, 2.708, 5.183)
H (-0.277, 4.104, 4.586)
H (-2.261, 3.477, 3.151)
H (-0.864, 3.276, 2.154)
H (-3.617, -0.372, 3.949)
H (-3.698, 1.251, 4.593)
H (-2.341, 0.140, 5.127)
H (-3.867, 0.392, 1.157)
H (-4.074, 2.133, 1.731)
H (-2.819, 1.732, 0.576)
H (-0.960, 0.609, 0.056)
H (0.649, -1.022, -0.887)
H (1.656, -2.739, 0.583)
H (0.972, -2.910, 3.003)
H (-0.596, -1.291, 3.863)
Ca (2.997, -3.867, 0.819)
C (-0.832, -3.212, -5.652)
O (0.382, -2.412, -5.735)
P (1.556, -2.698, -4.617)
O (1.012, -1.962, -3.424)
O (2.656, -1.814, -5.420)
C (2.429, -0.397, -5.580)
O (2.788, -3.513, -3.787)
C (3.279, -4.762, -4.367)
H (-1.437, -2.989, -6.526)
H (-0.593, -4.272, -5.652)
H (-1.390, -2.953, -4.752)
H (1.791, 0.003, -4.792)
H (1.973, -0.209, -6.550)
H (3.397, 0.102, -5.548)
H (3.657, -4.591, -5.374)
H (2.475, -5.497, -4.394)
H (4.084, -5.142, -3.742)
C (-1.681, 1.804, -3.437)
S (-3.014, 2.725, -2.646)
O (-3.703, 1.804, -1.704)
C (-4.040, 2.863, -4.113)
H (-0.931, 1.572, -2.680)
H (-2.073, 0.878, -3.860)
H (-1.231, 2.417, -4.218)
H (-4.281, 1.868, -4.490)
H (-3.512, 3.440, -4.872)
H (-4.958, 3.379, -3.837)
O (5.285, -2.857, 2.848)
H (5.944, -2.280, 3.253)
O (-5.333, -2.045, -1.567)
Cl (-6.056, -1.343, -0.553)
O (-5.133, -0.801, 0.413)
O (-6.973, -2.223, 0.108)
O (-6.796, -0.238, -1.144)
Li (3.902, -1.924, -3.111)
C (-10.408, -2.287, -3.768)
F (-11.001, -1.223, -3.215)
F (-10.852, -3.377, -3.129)
F (-10.816, -2.366, -5.039)
S (-8.577, -2.157, -3.668)
O (-8.276, -2.078, -2.239)
O (-8.241, -0.949, -4.380)
O (-8.076, -3.358, -4.285)
Al (3.112, -0.786, 4.610)
O (-4.127, 4.224, 0.565)
H (-4.167, 3.674, -0.230)
C (9.251, 0.214, 3.883)
C (8.021, -0.120, 4.703)
O (7.326, -1.246, 4.148)
H (8.974, 0.436, 2.851)
H (9.776, 1.074, 4.299)
H (9.938, -0.634, 3.855)
H (7.328, 0.721, 4.712)
H (8.296, -0.351, 5.735)
H (7.934, -1.994, 4.149)

charge = +2
HOMO energy = -10.60 eV
multiplicity = 1
E = -5931.49123 hartree
lowest unoccupied orbital energy = -0.34162 Eh
Kohn-Sham gap = 1.303 eV

These are the Löwdin partial charges, in e, on atoms 1 to 4: -0.1519 -0.5590 0.0761 -0.1067